The following is a DFT calculation (the ωB97M-V functional and the def2-TZVPD basis) of a molecular structure, C26H25N2O7W at a distorted geometry.

ORCA input file:
```
! wB97M-V def2-TZVPD RIJCOSX def2/J DEFGRID3
* xyz 3 1
W -0.98 -0.17 -0.19
N -2.90 -1.45 0.59
C -4.16 -0.99 -0.05
C -3.92 0.13 -1.05
O -4.78 0.67 -1.65
N -2.55 0.50 -1.16
C -2.30 1.65 -2.06
C -0.99 2.30 -1.64
O -0.47 3.25 -2.06
O -0.45 1.51 -0.60
H -3.09 -1.56 1.59
H -2.73 -2.40 0.26
H -4.67 -1.79 -0.58
H -4.86 -0.60 0.69
H -2.23 1.33 -3.10
H -3.13 2.36 -2.01
O 1.26 -1.46 0.35
C 1.58 -1.48 -1.06
C 0.14 -1.42 -1.61
O -0.29 -0.59 -2.43
O -0.79 -1.96 -0.83
C 2.24 -0.13 -1.42
C 2.44 0.82 -0.40
C 2.99 2.06 -0.71
C 3.33 2.38 -2.01
C 3.10 1.45 -3.03
C 2.56 0.21 -2.74
C 2.20 -2.81 -1.49
C 2.69 -3.01 -2.78
C 3.16 -4.26 -3.15
C 3.14 -5.32 -2.25
C 2.66 -5.12 -0.96
C 2.16 -3.88 -0.59
H 2.04 -1.80 0.82
H 2.23 0.60 0.63
H 3.17 2.77 0.09
H 3.77 3.34 -2.24
H 3.34 1.70 -4.05
H 2.37 -0.46 -3.55
H 2.72 -2.22 -3.51
H 3.53 -4.41 -4.16
H 3.49 -6.30 -2.55
H 2.65 -5.93 -0.25
H 1.74 -3.78 0.40
C 0.10 -0.12 3.90
C -0.66 0.60 2.87
O -0.74 -0.03 1.70
C -1.25 1.87 3.10
C -2.24 2.41 2.24
C -2.76 3.66 2.47
C -2.31 4.40 3.58
C -1.39 3.86 4.47
C -0.87 2.61 4.25
H 0.39 -1.11 3.56
H -0.50 -0.21 4.81
H 0.99 0.43 4.20
H -2.67 1.80 1.47
H -3.52 4.08 1.84
H -2.73 5.39 3.76
H -1.08 4.43 5.34
H -0.13 2.22 4.94
*
```

Values from the calculation:
F_max = 3.8 eV/A
Energy above the lowest of the compared OMol25 structures with the same formula, charge and spin = 1.241 eV
E = -1707.98838 hartree
Lowest unoccupied orbital energy (alpha / beta) = -12.95 / -12.95 eV
Highest occupied orbital energy (alpha / beta) = -16.9 / -16.9 eV


The following is a DFT calculation (the ωB97M-V functional and the def2-TZVPD basis) of 13 unconnected molecules or ions with the total composition C50H124BN8O25 at a distorted geometry.

ORCA input file:
```
! wB97M-V def2-TZVPD RIJCOSX def2/J DEFGRID3
* xyz -1 1
O -3.07 1.70 -2.89
C -2.80 1.09 -1.89
O -1.68 1.22 -1.19
B -1.77 0.31 -0.03
O -2.98 -0.49 -0.19
C -3.71 0.07 -1.15
O -4.86 -0.25 -1.50
O -1.76 1.05 1.24
C -0.69 0.80 1.96
O -0.35 1.40 3.00
C -0.04 -0.42 1.33
O -0.59 -0.57 0.14
O 0.90 -1.08 1.81
C -6.72 8.06 -5.40
O -6.15 9.29 -5.86
H -7.73 7.95 -5.79
H -6.14 7.19 -5.70
H -6.70 7.95 -4.31
H -5.24 9.40 -5.55
C 8.17 -4.71 4.88
O 9.51 -4.94 4.45
H 7.41 -4.66 4.10
H 7.84 -5.37 5.68
H 8.21 -3.70 5.28
H 9.66 -5.89 4.39
C -9.72 2.43 -6.79
O -10.77 3.23 -6.30
H -9.88 1.43 -6.40
H -9.71 2.41 -7.88
H -8.77 2.82 -6.42
H -11.57 2.70 -6.31
C -3.36 1.46 -10.38
O -3.96 1.17 -11.67
H -3.54 0.71 -9.61
H -2.31 1.49 -10.66
H -3.70 2.42 -10.00
H -3.35 1.47 -12.35
C 6.93 11.07 1.61
O 5.82 10.15 1.50
C 6.02 8.93 2.17
C 5.05 7.84 1.62
N 3.65 8.27 1.84
C 2.74 7.53 0.92
C 1.33 8.01 1.02
O 1.20 9.31 0.46
C -0.11 9.87 0.45
H 6.67 11.86 0.91
H 7.86 10.60 1.26
H 7.20 11.45 2.60
H 5.86 9.09 3.24
H 7.08 8.68 2.12
H 5.30 6.85 2.02
H 5.33 7.73 0.57
H 3.53 9.25 1.66
H 2.60 6.52 1.30
H 3.04 7.48 -0.13
H 0.92 8.04 2.03
H 0.72 7.26 0.52
H -0.81 9.20 -0.06
H -0.04 10.85 -0.03
H -0.49 10.03 1.46
C -8.84 3.95 5.47
O -9.24 2.93 4.63
C -8.19 2.08 4.25
C -8.66 1.14 3.09
N -9.94 0.51 3.38
C -10.47 -0.12 2.16
C -11.18 0.84 1.20
O -11.91 1.80 1.99
C -12.96 2.40 1.24
H -9.70 4.57 5.70
H -8.01 4.50 5.03
H -8.45 3.54 6.40
H -7.85 1.50 5.11
H -7.34 2.69 3.95
H -7.90 0.37 2.97
H -8.74 1.68 2.15
H -9.67 -0.39 3.74
H -11.21 -0.85 2.50
H -9.75 -0.72 1.60
H -11.82 0.20 0.59
H -10.49 1.36 0.54
H -13.47 3.18 1.81
H -13.59 1.58 0.88
H -12.55 2.93 0.39
C -4.01 -12.90 3.32
O -4.10 -12.08 4.50
C -4.13 -12.85 5.67
C -4.25 -11.93 6.92
N -2.99 -11.33 7.20
C -2.84 -10.63 8.45
C -1.60 -9.74 8.39
O -1.86 -8.62 7.53
C -0.68 -7.92 7.17
H -5.00 -13.26 3.04
H -3.35 -13.77 3.27
H -3.67 -12.26 2.50
H -3.30 -13.55 5.70
H -5.00 -13.50 5.57
H -4.64 -12.46 7.79
H -4.93 -11.12 6.66
H -2.84 -10.63 6.49
H -2.66 -11.32 9.27
H -3.73 -10.05 8.68
H -0.67 -10.21 8.06
H -1.34 -9.44 9.41
H -0.91 -7.16 6.43
H 0.12 -8.46 6.66
H -0.31 -7.52 8.11
C 13.79 -0.60 -2.57
O 12.45 -0.43 -2.06
C 11.73 -1.68 -1.67
C 10.42 -1.33 -1.05
N 9.60 -0.60 -2.04
C 8.49 0.08 -1.39
C 7.86 1.10 -2.43
O 8.83 2.10 -2.72
C 8.45 3.16 -3.64
H 14.18 0.39 -2.77
H 13.69 -1.21 -3.47
H 14.49 -0.98 -1.83
H 12.37 -2.14 -0.92
H 11.66 -2.28 -2.57
H 10.71 -0.73 -0.19
H 9.85 -2.18 -0.69
H 10.23 0.02 -2.53
H 8.66 0.64 -0.47
H 7.73 -0.62 -1.05
H 6.98 1.50 -1.92
H 7.46 0.61 -3.31
H 7.62 3.74 -3.24
H 8.08 2.79 -4.60
H 9.29 3.81 -3.88
C 5.69 -8.93 -1.04
O 5.85 -8.37 -2.34
C 5.22 -7.09 -2.62
C 5.73 -6.61 -4.00
N 5.24 -7.57 -5.02
C 5.80 -7.29 -6.35
C 7.18 -7.90 -6.59
O 7.08 -9.35 -6.50
C 8.37 -10.03 -6.54
H 6.00 -8.25 -0.24
H 6.16 -9.91 -0.94
H 4.62 -9.08 -0.84
H 5.68 -6.43 -1.88
H 4.15 -7.19 -2.44
H 6.82 -6.52 -3.95
H 5.44 -5.58 -4.22
H 5.52 -8.50 -4.73
H 5.81 -6.22 -6.55
H 5.09 -7.66 -7.09
H 7.83 -7.60 -5.77
H 7.63 -7.59 -7.53
H 8.20 -11.07 -6.83
H 8.97 -9.95 -5.64
H 9.03 -9.65 -7.32
C -0.82 6.98 9.02
C -0.44 7.58 7.69
C -0.65 9.11 7.61
O -1.99 9.44 7.84
C -2.27 10.82 8.02
N 0.94 7.13 7.45
H -0.08 7.32 9.74
H -0.76 5.90 8.90
H -1.84 7.21 9.31
H -1.07 7.15 6.91
H -0.39 9.46 6.61
H 0.08 9.55 8.29
H -1.96 11.36 7.12
H -1.66 11.25 8.82
H -3.32 10.96 8.27
H 0.82 6.15 7.24
H 1.21 7.44 6.53
C -0.81 7.78 -8.20
C -0.27 7.76 -6.73
C 1.23 7.57 -6.72
O 1.72 6.38 -7.32
C 1.17 5.21 -6.76
N -0.75 8.96 -6.07
H -0.47 6.88 -8.72
H -0.52 8.62 -8.83
H -1.89 7.65 -8.17
H -0.67 6.87 -6.26
H 1.57 7.59 -5.68
H 1.64 8.47 -7.18
H 0.16 5.12 -7.17
H 1.24 5.11 -5.68
H 1.74 4.37 -7.15
H -0.03 9.10 -5.37
H -0.67 9.75 -6.69
C -3.40 -6.60 1.44
C -4.37 -6.91 0.25
C -3.60 -7.63 -0.89
O -4.45 -8.14 -1.88
C -5.06 -7.16 -2.70
N -5.31 -7.87 0.81
H -2.54 -6.06 1.04
H -3.11 -7.55 1.89
H -3.86 -6.03 2.24
H -4.93 -6.03 -0.04
H -2.97 -8.44 -0.52
H -2.87 -6.99 -1.38
H -5.57 -6.37 -2.15
H -5.89 -7.54 -3.30
H -4.30 -6.68 -3.32
H -4.81 -8.66 1.20
H -5.72 -8.22 -0.04
*
```

Values from the calculation:
F_max = 3.8 eV/A
Energy above the lowest of the compared OMol25 structures with the same formula, charge and spin = 1.609 eV
E = -4323.15377 hartree
Lowest unoccupied orbital energy = 1.68 eV
Highest occupied orbital energy = -7.4 eV


The following is a DFT calculation (the ωB97M-V functional and the def2-TZVPD basis) of 3 unconnected molecules or ions with the total composition C15H29N2O7 at a distorted geometry.

ORCA input file:
```
! wB97M-V def2-TZVPD RIJCOSX def2/J DEFGRID3
* xyz 1 1
O -2.43 -1.34 1.79
C -1.53 -1.70 0.69
C -1.45 -0.50 -0.37
O -2.70 -0.21 -1.06
C -2.93 -1.24 -2.05
O -4.32 -1.59 -2.22
C -4.93 -1.99 -0.98
N -6.18 -1.14 -0.84
C -7.45 -1.61 -1.40
C -8.36 -0.42 -1.04
N -7.56 0.57 -0.35
C -6.19 0.15 -0.20
H -2.97 -2.15 1.93
H -1.89 -2.66 0.16
H -0.46 -1.93 1.07
H -1.11 0.44 0.23
H -0.63 -0.66 -1.17
H -2.29 -2.19 -1.91
H -2.59 -0.79 -3.06
H -5.32 -3.07 -1.07
H -4.25 -1.94 -0.07
H -7.67 -2.59 -1.95
H -9.47 -0.36 -1.32
H -7.92 1.48 -0.01
H -5.29 0.65 0.27
O 2.95 0.24 1.37
C 3.47 -0.85 1.28
O 2.73 -1.93 0.94
C 3.28 -3.21 0.59
C 3.49 -4.06 1.82
C 4.91 -1.05 1.64
H 4.19 -3.10 -0.01
H 2.55 -3.69 -0.06
H 4.22 -3.61 2.50
H 3.84 -5.06 1.54
H 2.56 -4.16 2.38
H 4.99 -1.28 2.71
H 5.45 -0.12 1.44
H 5.41 -1.82 1.06
O 5.32 1.96 -0.03
C 4.58 2.90 -0.25
O 5.10 4.10 -0.58
C 4.32 5.20 -1.07
C 3.78 6.03 0.07
C 3.10 2.77 -0.05
H 3.53 4.85 -1.75
H 5.00 5.81 -1.67
H 3.09 5.46 0.70
H 3.24 6.91 -0.31
H 4.59 6.37 0.71
H 2.85 3.02 0.98
H 2.81 1.74 -0.25
H 2.52 3.38 -0.74
*
```

Values from the calculation:
F_max = 6.9 eV/A
Energy above the lowest of the compared OMol25 structures with the same formula, charge and spin = 3.428 eV
E = -1224.77879 hartree
Lowest unoccupied orbital energy = -3.58 eV
Highest occupied orbital energy = -11.3 eV


The following is a DFT calculation (the ωB97M-V functional and the def2-TZVPD basis) of C5H7N3 in the gas phase at a distorted geometry.

ORCA input file:
```
! wB97M-V def2-TZVPD RIJCOSX def2/J DEFGRID3
* xyz 0 1
C 1.83 0.36 0.24
C 0.40 0.58 0.28
C -0.57 1.63 -0.13
C -1.72 0.80 -0.22
C -0.86 -1.43 0.20
H 2.72 1.19 0.05
H 2.25 -0.29 0.95
H 0.21 0.12 1.39
H -0.46 2.72 -0.59
H -2.65 1.19 -0.57
H -1.30 -2.40 0.44
H 0.68 -2.17 -1.12
N -1.81 -0.62 0.17
N 0.47 -1.47 -0.33
N 0.81 -0.21 -0.74
*
```

Values from the calculation:
F_max = 6.9 eV/A
Energy above the lowest of the compared OMol25 structures with the same formula, charge and spin = 7.158 eV
E = -358.75534 hartree
SMILES string = C1=C[C@@H]2CN2NC=N1
Lowest unoccupied orbital energy = 0.88 eV
Highest occupied orbital energy = -8.1 eV


The following is a DFT calculation (the ωB97M-V functional and the def2-TZVPD basis) of C5H6N2 in the gas phase at a distorted geometry.

ORCA input file:
```
! wB97M-V def2-TZVPD RIJCOSX def2/J DEFGRID3
* xyz 0 1
C -1.80 1.74 1.63
C -1.55 1.08 0.60
C -1.61 0.42 -0.51
C 1.86 -0.36 -0.78
C 0.92 -1.46 0.08
H -1.81 2.08 2.75
H -2.45 0.49 -1.18
H 2.88 -0.13 -0.26
H 1.88 -0.42 -1.95
H 1.30 -1.82 1.05
H 0.09 -1.93 -0.47
N -0.42 0.16 -0.99
N 0.71 0.14 0.04
*
```

Values from the calculation:
F_max = 11.2 eV/A
Energy above the lowest of the compared OMol25 structures with the same formula, charge and spin = 6.990 eV
E = -303.37921 hartree
SMILES string = C#C/C=N\N1CC1
Lowest unoccupied orbital energy = 0.14 eV
Highest occupied orbital energy = -8.8 eV


The following is a DFT calculation (the ωB97M-V functional and the def2-TZVPD basis) of 2 unconnected molecules or ions with the total composition C4H15ClN3Si at a distorted geometry.

ORCA input file:
```
! wB97M-V def2-TZVPD RIJCOSX def2/J DEFGRID3
* xyz 1 1
C -0.35 0.04 -2.40
C 0.13 -2.31 0.46
C 1.33 1.36 1.46
C -0.55 -0.62 -1.03
N 0.32 -1.57 -0.75
N -1.63 -0.32 -0.35
N 0.02 0.84 1.85
Si -3.09 0.67 -0.68
Cl -4.12 0.02 0.89
H -0.14 -0.61 -3.16
H -1.26 0.62 -2.67
H 0.64 0.69 -2.25
H -0.13 -1.74 1.40
H -0.59 -3.10 0.52
H 0.94 -3.05 0.63
H 1.86 0.63 1.02
H 1.11 2.15 0.80
H 1.80 1.81 2.36
H 1.06 -1.75 -1.38
H -1.53 -0.51 0.66
H -0.58 1.65 2.21
H 0.06 0.33 2.68
H -3.06 2.13 -0.65
H -3.47 0.48 -2.01
*
```

Values from the calculation:
F_max = 4.5 eV/A
Energy above the lowest of the compared OMol25 structures with the same formula, charge and spin = 0.079 eV
E = -1075.14374 hartree
Lowest unoccupied orbital energy = -2.99 eV
Highest occupied orbital energy = -13.2 eV


The following is a DFT calculation (the ωB97M-V functional and the def2-TZVPD basis) of CH3NO2S in the gas phase at a distorted geometry.

ORCA input file:
```
! wB97M-V def2-TZVPD RIJCOSX def2/J DEFGRID3
* xyz 0 1
C 0.62 -0.19 -0.30
N 1.80 -1.04 -0.32
O 2.32 -1.20 -1.40
O 2.19 -1.48 0.73
S -0.99 -1.35 0.13
H 0.66 0.52 0.52
H 0.42 0.25 -1.27
H -1.42 -0.57 1.13
*
```

Values from the calculation:
F_max = 3.4 eV/A
Energy above the lowest of the compared OMol25 structures with the same formula, charge and spin = 3.042 eV
E = -643.20236 hartree
SMILES string = O=[N+]([O-])CS
Lowest unoccupied orbital energy = -0.46 eV
Highest occupied orbital energy = -10.2 eV


The following is a DFT calculation (the ωB97M-V functional and the def2-TZVPD basis) of 2 unconnected molecules or ions with the total composition C13H13BrNO3.

ORCA input file:
```
! wB97M-V def2-TZVPD RIJCOSX def2/J DEFGRID3
* xyz 1 1
O 1.83 1.17 0.51
C 1.65 2.25 -0.39
C 0.71 3.28 0.25
C -0.71 2.81 0.17
C -1.29 2.02 1.18
C -2.58 1.52 1.06
C -3.31 1.82 -0.06
Br -5.05 1.24 -0.35
N -2.74 2.58 -1.02
C -1.49 3.06 -0.93
H 1.30 0.42 0.21
H 1.21 1.88 -1.32
H 2.62 2.70 -0.62
H 0.99 3.34 1.31
H 0.82 4.27 -0.20
H -0.69 1.78 2.05
H -3.02 0.91 1.84
H -3.29 2.79 -1.85
H -1.13 3.65 -1.77
C -0.23 -3.42 -0.10
C 0.23 -4.66 -0.26
C 1.68 -4.96 -0.19
O 2.10 -6.08 -0.34
C 2.60 -3.82 0.09
C 2.14 -2.58 0.25
C 0.69 -2.30 0.17
O 0.26 -1.16 0.33
H -1.29 -3.18 -0.14
H -0.42 -5.50 -0.46
H 3.65 -4.06 0.14
H 2.78 -1.74 0.46
*
```

Values from the calculation:
F_max = 0.4 eV/A
E = -3357.39799 hartree
Lowest unoccupied orbital energy = -4.41 eV
Highest occupied orbital energy = -12.7 eV


The following is a DFT calculation (the ωB97M-V functional and the def2-TZVPD basis) of 2 unconnected molecules or ions with the total composition C5H12O2 at a distorted geometry.

ORCA input file:
```
! wB97M-V def2-TZVPD RIJCOSX def2/J DEFGRID3
* xyz 0 1
O 1.56 -0.79 -2.05
C 1.22 -1.36 -1.05
C 0.42 -0.74 0.06
C 0.99 -0.31 1.44
C 1.54 1.11 1.31
C -0.12 -0.48 2.49
H 1.64 -2.18 -0.65
H -0.39 -0.09 -0.24
H -0.19 -1.68 0.38
H 1.74 -0.95 1.65
H 2.35 1.02 0.56
H 1.85 1.57 2.27
H 0.76 1.98 0.93
H -0.39 -1.51 2.60
H 0.14 0.01 3.39
H -0.95 0.19 2.10
H -3.97 1.98 -5.71
H -3.84 0.74 -4.51
O -4.37 1.47 -4.98
*
```

Values from the calculation:
F_max = 5.3 eV/A
Energy above the lowest of the compared OMol25 structures with the same formula, charge and spin = 2.518 eV
E = -348.11230 hartree
SMILES string = CC(C)CC=O.O
Lowest unoccupied orbital energy = 0.76 eV
Highest occupied orbital energy = -9.9 eV


The following is a DFT calculation (the ωB97M-V functional and the def2-TZVPD basis) of a molecular structure, C5H9NO2 at a distorted geometry.

ORCA input file:
```
! wB97M-V def2-TZVPD RIJCOSX def2/J DEFGRID3
* xyz 0 1
C 0.42 0.92 -0.29
C -1.14 -1.39 -0.76
C 0.61 -0.61 -0.44
C -1.19 1.70 1.20
C 1.29 -1.38 0.44
O 1.62 1.61 -0.51
O -1.09 -1.24 -2.03
N -0.04 1.21 1.05
H 2.15 1.53 0.29
H 0.91 -0.76 -1.51
H -0.27 1.24 -1.08
H -1.82 -0.75 -0.16
H -1.11 -2.40 -0.33
H -1.88 1.90 0.37
H -1.52 1.96 2.20
H 2.21 -1.88 0.16
H 0.87 -1.66 1.40
*
```

Values from the calculation:
F_max = 3.2 eV/A
Energy above the lowest of the compared OMol25 structures with the same formula, charge and spin = 5.407 eV
E = -400.97806 hartree
Lowest unoccupied orbital energy (alpha / beta) = -0.83 / -0.91 eV
Highest occupied orbital energy (alpha / beta) = -9.2 / -9.1 eV